Entry 1:
{
  "formula": "CH6NOS",
  "method": "ωB97M-V/def2-TZVPD",
  "energy_ha": -569.5823,
  "gap_ev": 8.90,
  "total_charge": 1,
  "species": ["C", "N", "O", "S", "H", "H", "H", "H", "H", "H"],
  "coordinates": [[0.9894, 0.9872, -0.1260], [0.8172, -0.3713, -0.1173], [1.8582, 1.6757, -0.7359], [-2.2028, -0.7342, 0.8351], [0.2362, 1.4463, 0.5625], [-2.3109, -1.9364, 0.2942], [0.0414, -0.7730, 0.2001], [1.4750, -1.1042, -0.4408], [2.6179, 1.3808, -1.3138], [-3.5216, -0.5708, 0.8420]],
  "forces_ev_per_a": [[-1.404, -4.391, 0.823], [5.775, 3.658, -2.439], [0.692, 0.770, -0.062], [-0.071, 0.190, 0.329], [0.785, 0.454, -1.134], [0.008, -0.477, -0.194], [-4.184, -1.187, 2.126], [-0.156, 1.247, -0.246], [-1.220, -0.478, 0.806], [-0.224, 0.214, -0.008]]
}

***

Entry 2:
{
  "formula": "C3H6FN3",
  "method": "ωB97M-V/def2-TZVPD",
  "energy_ha": -381.9725,
  "gap_ev": 9.67,
  "smiles": "[H]/N=C(N)\\C(F)=C/N",
  "species": ["H", "N", "C", "N", "C", "F", "C", "N", "H", "H", "H", "H", "H"],
  "coordinates": [[-0.3999, -1.0328, 1.2059], [0.4783, -1.5684, 0.6963], [0.9130, -0.4897, 0.1196], [2.1929, -0.2870, -0.3438], [0.1305, 0.7935, 0.1841], [0.8135, 2.0086, 0.4698], [-1.2118, 0.6905, 0.0113], [-2.1182, -0.3388, -0.0213], [2.9650, -1.0016, -0.3115], [2.3836, 0.7128, -0.7761], [-1.6937, 1.7533, -0.0512], [-1.6998, -1.2064, -0.3776], [-2.7534, -0.0341, -0.8055]],
  "forces_ev_per_a": [[2.361, -2.881, -1.050], [-2.710, 2.908, 0.738], [2.023, 1.079, 1.591], [1.090, 1.643, -1.618], [-0.654, -1.106, -0.058], [-1.384, -1.933, -0.954], [1.220, 5.341, 0.639], [-0.823, -0.355, -2.773], [-1.614, 1.240, -0.057], [-0.299, -3.292, 1.296], [0.606, -2.018, 0.332], [0.032, 0.081, 0.550], [0.150, -0.707, 1.364]]
}

***

| no. | largest force on an atom (hartree/bohr) |
| --- | --- |
| 1 | 0.141 |
| 2 | 0.107 |